Record 1
A molecular structure, C3H6NO in a non-equilibrium geometry, computed with ωB97M-V/def2-TZVPD.

Properties
total charge = +1
orbital gap = 10.1172 eV
spin multiplicity = 1
relative energy (zero: lowest compared OMol25 entry of this formula, charge and spin) = 82.0 kcal per mole
lowest unoccupied orbital energy = -0.18314 Eh

Each line ends with the Löwdin charge.
Positions of all 11 atoms, in Å:
C -1.2097 1.3292 0.2006  0.1440
C 1.7775 0.4208 0.1652  0.0870
C -1.2589 0.1926 -0.0995  -0.1834
N -0.9461 -1.1692 -0.1168  0.1207
O 1.4931 -0.7425 0.0178  0.0957
H -1.4762 2.3574 -0.0170  0.0847
H 1.0432 1.0173 -0.3574  0.0817
H -1.1798 -1.7952 0.6842  0.1905
H -1.1085 -1.3908 -1.1053  0.1651
H 2.5006 0.7970 0.8477  0.1251
H 0.3648 -1.0166 -0.2194  0.0890

Record 2
2 unconnected molecules or ions with the total composition C3H6NO2 in a non-equilibrium geometry, computed with ωB97M-V/def2-TZVPD.

Properties
total charge = -1
orbital gap = 8.2190 eV
spin multiplicity = 1
relative energy (zero: lowest compared OMol25 entry of this formula, charge and spin) = 56.8 kcal per mole
lowest unoccupied orbital energy = 0.15280 Eh

Each line ends with the Löwdin charge.
Positions of all 12 atoms, in Å:
C 2.3124 1.5437 0.3271  -0.0697
C 1.7616 0.7651 -0.6464  -0.3284
N 2.1636 -0.5813 -0.8419  -0.0068
H 2.7093 1.1343 1.3154  0.0539
H 2.6318 2.5651 0.1141  0.0171
H 0.8104 1.1043 -1.1907  0.1165
H 1.8159 -1.1886 -0.0765  0.0881
H 1.5970 -0.8774 -1.6473  0.0648
O -3.0007 -1.2093 0.7046  -0.1546
C -2.2934 -0.2453 0.3596  -0.7221
O -1.0659 -0.2657 0.1691  -0.1491
H -2.8601 0.7505 0.1476  0.0901

Record 3
2 unconnected molecules or ions with the total composition C3H6NO2, computed with ωB97M-V/def2-TZVPD.

Properties
total charge = -1
orbital gap = 8.5747 eV
spin multiplicity = 1
relative energy (zero: lowest compared OMol25 entry of this formula, charge and spin) = 27.8 kcal per mole
lowest unoccupied orbital energy = 0.16190 Eh

Each line ends with the Löwdin charge.
Positions of all 12 atoms, in Å:
C -1.0320 1.3093 -0.7938  -0.1716
C -1.0353 0.0446 1.1345  -0.0805
N -1.7199 0.7855 0.3789  -0.1048
H -1.0524 2.4029 -0.7561  0.0592
H -0.0041 0.9522 -0.8636  0.0488
H -1.5641 1.0084 -1.6951  0.0632
H -1.5353 -0.3655 2.0136  0.0514
H 0.0340 -0.1574 1.0158  0.0460
O 1.1578 -1.1160 -0.9877  -0.1436
C 1.9746 -1.4827 -0.1198  -0.6928
O 2.3678 -0.8668 0.8970  -0.1560
H 2.4090 -2.5144 -0.2238  0.0807

Record 4
A gas-phase ion, C3H6NO2 (charge -1) in a non-equilibrium geometry, computed with ωB97M-V/def2-TZVPD.

Properties
total charge = -1
SMILES string = O=CNCC[O-]
orbital gap = 6.4606 eV
spin multiplicity = 1
relative energy (zero: lowest compared OMol25 entry of this formula, charge and spin) = 63.2 kcal per mole
lowest unoccupied orbital energy = 0.14693 Eh

Each line ends with the Löwdin charge.
Positions of all 12 atoms, in Å:
C 0.5513 -0.9774 -1.2135  -0.4070
N 1.0703 -0.3855 -0.1063  -0.0167
C 0.1554 -0.0182 0.8975  -0.2457
C -0.9170 0.9985 0.4088  -0.5618
O -1.4534 1.7720 1.3782  -0.3929
O 1.1816 -1.3845 -2.1607  -0.0243
H -0.4633 -1.3446 -1.1667  0.1165
H 1.8759 0.1062 -0.4151  0.1240
H 0.5380 0.2152 1.8913  0.0981
H -0.3757 -1.1011 1.0710  0.1401
H -1.7467 0.4454 -0.1692  0.0799
H -0.4164 1.6739 -0.4155  0.0898

Record 5
2 unconnected molecules or ions with the total composition C3H6NO2 in a non-equilibrium geometry, computed with ωB97M-V/def2-TZVPD.

Properties
total charge = -1
orbital gap (spin up / spin down) = 7.2146 / 7.2158 eV
spin multiplicity = 1
relative energy (zero: lowest compared OMol25 entry of this formula, charge and spin) = 171.7 kcal per mole
lowest unoccupied orbital energy (spin up / spin down) = 0.15451 / 0.15451 Eh

Each line ends with the Löwdin charge.
Positions of all 12 atoms, in Å:
C -0.9141 -1.0285 0.3969  0.0012
C 1.4021 0.4018 0.6148  -0.1164
C 0.5325 -0.8886 0.1751  -0.4117
N -1.8456 0.5670 -1.2648  -0.4002
O -2.9053 0.3109 -1.8107  -0.1537
O -1.4269 1.7210 -1.1615  -0.1690
H -1.1193 -0.5616 1.4013  -0.0228
H 1.9882 0.3677 1.5386  0.0423
H 0.6904 1.1887 0.7886  0.0416
H 2.0714 0.5833 -0.1539  0.0158
H 1.0147 -1.8497 0.4390  0.0860
H 0.5119 -0.8121 -0.9635  0.0869

Record 6
A gas-phase ion, C3H6NO2 (charge -1) in a non-equilibrium geometry, computed with ωB97M-V/def2-TZVPD.

Properties
total charge = -1
SMILES string = CC(=O)NC[O-]
orbital gap = 7.5658 eV
spin multiplicity = 1
relative energy (zero: lowest compared OMol25 entry of this formula, charge and spin) = 55.3 kcal per mole
lowest unoccupied orbital energy = 0.15212 Eh

Each line ends with the Löwdin charge.
Positions of all 12 atoms, in Å:
O -1.9919 1.2884 0.2621  -0.0957
C -0.9078 0.6344 0.3956  -0.5720
N -0.4397 -0.4455 -0.2681  0.0383
C 1.1725 -0.9679 -0.4938  -0.4346
O 1.6162 -1.6707 -1.5665  -0.3426
C 0.1988 1.1336 1.4560  -0.0590
H -1.0668 -0.5237 -1.0895  0.1086
H 1.7714 0.0296 -0.3273  0.0882
H 1.1802 -1.6769 0.4274  0.0800
H 0.8240 2.0251 1.0506  0.0898
H 0.8477 0.1889 1.6859  0.0668
H -0.2538 1.3338 2.4179  0.0321

Record 7
A gas-phase ion, C3H6NO2 (charge -1) in a non-equilibrium geometry, computed with ωB97M-V/def2-TZVPD.

Properties
total charge = -1
SMILES string = NCCC(=O)[O-]
orbital gap = 8.0549 eV
spin multiplicity = 1
relative energy (zero: lowest compared OMol25 entry of this formula, charge and spin) = 30.2 kcal per mole
lowest unoccupied orbital energy = 0.14999 Eh

Each line ends with the Löwdin charge.
Positions of all 12 atoms, in Å:
C -0.7750 0.3358 -0.1824  -0.2857
C 0.6145 -0.1540 0.2125  -0.1838
C 0.8204 -1.4711 1.1203  -0.6554
O -0.1885 -2.2454 1.2689  -0.1172
O 2.0948 -1.5573 1.4653  -0.1848
N -0.9380 1.6813 -0.8808  -0.0202
H -1.0295 -0.4074 -0.8932  0.0716
H -1.4294 0.2161 0.7892  0.1340
H 1.2704 -0.5730 -0.6538  0.1192
H 1.2420 0.6426 0.6672  0.0898
H -0.1007 1.9941 -1.3105  0.0242
H -1.5810 1.5384 -1.6027  0.0083

Record 8
A gas-phase ion, C3H6NO2 (charge -1) in a non-equilibrium geometry, computed with ωB97M-V/def2-TZVPD.

Properties
total charge = -1
SMILES string = O=CCNC[O-]
orbital gap = 7.1457 eV
spin multiplicity = 1
relative energy (zero: lowest compared OMol25 entry of this formula, charge and spin) = 75.7 kcal per mole
lowest unoccupied orbital energy = 0.15467 Eh

Each line ends with the Löwdin charge.
Positions of all 12 atoms, in Å:
O -2.5194 0.6741 1.1603  -0.0110
C -1.3474 0.4093 0.9972  -0.2871
C -0.4018 1.0784 0.0162  -0.2422
N -0.0410 -0.0776 -0.8847  -0.0969
C 1.2033 -1.1414 -0.4223  -0.5342
O 2.2839 -0.6344 0.0541  -0.2949
H -0.9796 -0.5659 1.3532  0.0969
H -0.9841 1.8197 -0.5396  0.0967
H 0.4409 1.4502 0.6186  0.0994
H 0.5700 0.3908 -1.5652  0.0446
H 0.6560 -1.6141 0.5167  0.0684
H 1.1192 -1.7892 -1.3045  0.0602

Record 9
2 unconnected molecules or ions with the total composition C3H6NO2 in a non-equilibrium geometry, computed with ωB97M-V/def2-TZVPD.

Properties
total charge = -1
orbital gap = 8.2838 eV
spin multiplicity = 1
relative energy (zero: lowest compared OMol25 entry of this formula, charge and spin) = 29.5 kcal per mole
lowest unoccupied orbital energy = 0.14703 Eh

Each line ends with the Löwdin charge.
Positions of all 12 atoms, in Å:
C 0.0278 2.7229 0.8726  -0.0526
C -1.2129 2.1325 0.6514  -0.3371
N -1.4691 0.9398 0.0774  0.0322
H 0.8390 2.3492 0.3796  -0.0162
H 0.1417 3.7546 1.3236  0.0337
H -2.0314 2.7560 0.9509  0.0678
H -2.2920 0.8084 -0.5607  0.1048
H -0.6571 0.3597 -0.2052  0.0318
O 1.1083 -3.0895 -0.2506  -0.1304
C 1.0598 -1.9849 -0.8199  -0.6460
O 0.5731 -0.9004 -0.3513  -0.1785
H 1.5831 -1.9103 -1.8409  0.0905

Record 10
2 unconnected molecules or ions with the total composition C3H6NO2 in a non-equilibrium geometry, computed with ωB97M-V/def2-TZVPD.

Properties
total charge = -1
orbital gap = 7.6247 eV
spin multiplicity = 1
relative energy (zero: lowest compared OMol25 entry of this formula, charge and spin) = 29.2 kcal per mole
lowest unoccupied orbital energy = 0.13435 Eh

Each line ends with the Löwdin charge.
Positions of all 12 atoms, in Å:
C -1.2865 -3.3115 -1.1825  -0.0469
C -0.2877 -2.8766 -0.3836  -0.3288
N 0.2953 -1.6383 -0.3793  0.0374
H -1.5961 -2.6661 -1.9897  0.0354
H -1.6655 -4.2933 -0.9504  0.0192
H 0.1990 -3.5003 0.3648  0.0911
H 0.0685 -1.0141 -1.1337  0.0760
H 0.3930 -1.0716 0.4477  0.0783
O 0.8721 3.6631 0.8426  -0.1626
C 0.3756 2.5222 0.9757  -0.7251
O 0.0343 1.7290 0.0835  -0.1489
H 0.2738 2.2592 2.0622  0.0749

Record 11
A gas-phase ion, C3H6NO2 (charge -1) in a non-equilibrium geometry, computed with ωB97M-V/def2-TZVPD.

Properties
total charge = -1
SMILES string = O=CCNC[O-]
orbital gap = 6.6801 eV
spin multiplicity = 1
relative energy (zero: lowest compared OMol25 entry of this formula, charge and spin) = 66.3 kcal per mole
lowest unoccupied orbital energy = 0.14791 Eh

Each line ends with the Löwdin charge.
Positions of all 12 atoms, in Å:
O -1.2870 -0.5556 2.6682  -0.0164
C -1.1391 -0.2610 1.5011  -0.2803
C 0.1484 -0.5006 0.7501  -0.1928
N -0.1796 -0.3349 -0.7077  -0.1030
C 0.6540 0.7695 -1.3466  -0.5965
O 1.9469 0.7214 -1.0666  -0.3447
H -1.9908 0.1570 0.9275  0.1053
H 0.4711 -1.5359 0.7910  0.1132
H 0.7807 0.3374 1.0525  0.1137
H 0.0220 -1.1882 -1.2037  0.0570
H 0.2498 1.7520 -0.9523  0.0756
H 0.3235 0.6390 -2.4137  0.0688

Record 12
A gas-phase ion, C3H6NO2 (charge -1) in a non-equilibrium geometry, computed with ωB97M-V/def2-TZVPD.

Properties
total charge = -1
SMILES string = CCNC(=O)[O-]
orbital gap = 7.9062 eV
spin multiplicity = 1
relative energy (zero: lowest compared OMol25 entry of this formula, charge and spin) = 7.4 kcal per mole
lowest unoccupied orbital energy = 0.15025 Eh

Each line ends with the Löwdin charge.
Positions of all 12 atoms, in Å:
C 0.6639 -0.4886 -0.1211  -0.3283
N 0.2196 0.8514 -0.2556  -0.0198
C -0.7241 1.3864 -1.2374  -0.8055
O -0.9032 0.7213 -2.2625  -0.0783
O -1.1262 2.5447 -0.9554  -0.1191
C 0.0615 -1.0507 1.1578  -0.1327
H 0.1763 -1.1015 -0.9764  0.1274
H 1.7145 -0.6988 -0.3285  0.0830
H 0.2927 1.4574 0.5424  0.0926
H -1.0324 -1.1309 0.9925  0.0785
H 0.2332 -0.4399 2.0514  0.0564
H 0.4243 -2.0508 1.3927  0.0456